Here is a cluster of 8 separate species, C22H50N7O10 in total at a distorted geometry from the Open Molecules 2025 dataset. Energies are from ωB97M-V/def2-TZVPD.

## Properties
HOMO (eV): -5.010
Charge: -1
HOMO-LUMO gap (hartree): 0.2630
Energy above the lowest of the compared OMol25 structures with the same formula, charge and spin (kJ/mol): 392.1

Atoms and positions in Å:
1 O 1.094252 0.319158 0.003774
2 C -0.077655 0.141041 0.789729
3 O -0.949074 -0.579269 0.243849
4 O -0.125469 0.658097 1.922399
5 H 0.972813 -0.434690 -0.588867
6 C -6.330331 1.726883 -1.903399
7 C -5.048680 0.940406 -1.699055
8 O -4.894253 0.183366 -0.758871
9 N -4.079736 1.154799 -2.633378
10 C -2.754367 0.558781 -2.539106
11 H -7.041998 1.095304 -2.441312
12 H -6.148800 2.602259 -2.530004
13 H -6.751907 1.982644 -0.939159
14 H -4.285589 1.732748 -3.426018
15 H -2.017842 1.279835 -2.903755
16 H -2.736562 -0.310841 -3.201044
17 H -2.465140 0.303223 -1.520548
18 C 4.070612 1.871082 -5.147790
19 C 3.814185 1.580914 -3.682529
20 O 4.118555 0.497343 -3.203936
21 N 3.279145 2.577615 -2.962031
22 C 3.017930 2.459749 -1.526920
23 H 4.365389 0.929557 -5.598924
24 H 4.868545 2.610103 -5.252110
25 H 3.221635 2.301618 -5.682974
26 H 2.855908 3.333096 -3.470051
27 H 2.858694 3.470253 -1.157326
28 H 3.861259 2.027006 -0.998093
29 H 2.146993 1.824815 -1.371925
30 C 5.696801 4.638348 2.737926
31 C 4.301448 4.014648 2.676920
32 O 3.331003 4.644312 3.045336
33 N 4.206620 2.824814 2.041385
34 C 2.918569 2.139480 1.783970
35 H 6.094463 4.481460 3.743545
36 H 5.557467 5.710855 2.619718
37 H 6.401889 4.292556 1.985423
38 H 5.047015 2.368156 1.742255
39 H 2.443773 1.939285 2.739256
40 H 3.273943 1.174508 1.424582
41 H 2.245256 2.596631 1.072868
42 C 0.486238 -0.754011 -2.231214
43 C 1.302087 -2.019600 -2.301420
44 O 0.757162 -3.104808 -2.091315
45 N 2.613111 -1.897212 -2.595910
46 C 3.526450 -3.018869 -2.665919
47 H -0.104044 -0.619706 -3.138893
48 H 1.057541 0.182108 -2.128312
49 H -0.161791 -0.744433 -1.353530
50 H 3.052486 -0.985713 -2.520000
51 H 4.305383 -2.905237 -1.916468
52 H 3.863428 -3.222760 -3.679766
53 H 2.949501 -3.902996 -2.365006
54 C -2.203195 -3.106038 -1.574283
55 C -3.443000 -3.509999 -0.788183
56 O -3.808106 -2.932844 0.209527
57 N -4.081535 -4.642935 -1.232442
58 C -5.177641 -5.235259 -0.493461
59 H -1.347529 -3.097323 -0.904758
60 H -2.318603 -2.092179 -1.944634
61 H -2.103209 -3.825566 -2.389360
62 H -3.812500 -5.072837 -2.096039
63 H -4.932880 -5.279971 0.569353
64 H -5.377466 -6.212526 -0.920124
65 H -6.057615 -4.583456 -0.525581
66 C 0.815782 -3.119774 1.566396
67 C -0.576992 -3.600992 1.928781
68 O -1.488838 -2.874195 2.207007
69 N -0.673863 -4.963626 2.096687
70 C -1.913976 -5.618739 2.432873
71 H 1.299181 -2.594520 2.385093
72 H 0.841731 -2.457768 0.702710
73 H 1.396769 -3.992508 1.238997
74 H 0.113159 -5.576702 2.003271
75 H -2.758646 -5.097358 1.980273
76 H -2.096464 -5.713168 3.505457
77 H -1.914038 -6.612175 1.973263
78 C -2.024329 4.217098 5.543609
79 C -1.892618 3.077615 4.541631
80 O -2.698887 2.173197 4.559014
81 N -0.841647 3.116791 3.683411
82 C 0.261588 4.048509 3.703961
83 H -1.433312 3.932195 6.415153
84 H -3.071167 4.290129 5.821022
85 H -1.702697 5.174894 5.140006
86 H -0.714143 2.265628 3.130910
87 H 0.481827 4.462108 2.717066
88 H 1.172374 3.514995 3.981362
89 H 0.078182 4.870593 4.385957

Atomic forces in eV per Å
0.3 0.0 1.5
-1.5 -0.2 1.5
0.6 0.5 -0.1
0.9 0.4 -1.0
0.8 0.7 0.7
0.1 -0.3 -0.6
0.1 -0.3 0.6
-0.2 0.3 -0.4
0.2 0.1 0.4
-0.1 0.2 -0.6
0.0 0.0 0.1
-0.1 0.1 0.2
0.0 0.1 0.1
0.0 0.1 0.0
0.0 0.0 0.0
0.3 -0.2 0.2
-0.4 -0.2 0.1
0.1 0.2 -0.1
-0.1 -0.1 -0.4
0.2 0.1 0.2
0.2 0.1 0.2
-0.3 0.1 -0.6
0.0 0.1 -0.2
0.1 -0.2 0.1
-0.2 -0.2 0.2
0.1 0.1 0.1
-0.2 -0.1 0.2
0.1 -0.1 -0.2
0.0 0.2 0.4
-0.3 0.0 0.5
0.5 0.3 -1.3
-0.3 0.0 0.5
-0.6 0.4 0.0
1.6 -0.9 0.9
0.2 0.0 -0.1
0.0 0.0 0.0
0.0 -0.2 0.0
0.1 0.0 0.0
-0.4 0.2 -0.1
-0.7 -0.1 -0.3
0.1 0.3 0.0
0.5 0.7 -1.5
-0.7 -0.7 0.2
0.5 0.3 -0.4
0.7 0.4 0.0
-1.2 -0.7 0.6
-0.2 -0.4 0.0
0.2 -0.5 -0.7
-1.1 -0.7 -0.5
-0.3 0.0 -0.3
0.4 0.1 -0.3
0.4 0.3 0.0
0.1 0.1 0.0
-1.0 -0.5 0.2
0.6 0.4 0.2
-0.4 -0.2 0.0
-0.1 -0.3 0.0
0.1 0.9 0.1
0.0 -0.1 -0.1
0.0 0.0 0.0
0.6 0.3 -0.1
0.2 0.1 0.0
0.2 -0.3 -0.1
-0.2 -0.1 0.2
-0.1 -0.2 -0.2
0.3 -0.7 -0.9
0.7 0.3 0.9
-0.5 0.2 -0.1
-0.2 -0.6 -0.2
-0.4 -0.1 -0.5
-0.1 -0.1 0.2
-0.5 0.1 0.1
0.2 0.2 0.3
0.3 0.3 -0.2
0.1 0.3 0.2
0.1 0.1 0.0
0.1 0.0 0.2
-0.1 -0.1 -0.3
0.4 0.5 0.0
-0.4 -0.4 0.0
-0.3 -0.2 0.0
0.3 -0.5 -0.2
0.0 0.3 0.1
0.0 -0.1 0.1
0.1 0.0 0.2
-0.1 0.0 -0.1
-0.2 0.0 0.0
0.1 0.3 0.2
0.1 0.0 0.1


Here is a cluster of 2 separate species, C8H13NO in total at a distorted geometry from the Open Molecules 2025 dataset. Energies are from ωB97M-V/def2-TZVPD.

## Properties
Structure (SMILES): C[C@H]1CCC=C1CC#N.O
HOMO (eV): -9.645
Charge: 0
HOMO-LUMO gap (hartree): 0.3730
Energy above the lowest of the compared OMol25 structures with the same formula, charge and spin (kJ/mol): 92.9

Atoms and positions in Å:
1 C 0.973728 -1.774265 -1.285819
2 C -0.007947 -1.164759 -0.289888
3 C 0.139408 -1.661739 1.162526
4 C -0.104742 -0.434268 2.064023
5 C 0.227816 0.705041 1.133972
6 C 0.088019 0.347952 -0.147980
7 C 0.030288 1.206454 -1.386357
8 C 1.349182 1.401860 -2.010375
9 N 2.399483 1.730454 -2.395279
10 H 2.006057 -1.472672 -1.055203
11 H 0.911189 -2.871357 -1.261818
12 H 0.761608 -1.449548 -2.315094
13 H -1.031296 -1.395083 -0.642848
14 H -0.528854 -2.503364 1.386643
15 H 1.171346 -2.016438 1.307467
16 H -1.145104 -0.368590 2.425096
17 H 0.528102 -0.435432 2.962831
18 H 0.525375 1.682130 1.517638
19 H -0.634929 0.781305 -2.154537
20 H -0.406356 2.193776 -1.190926
21 O -2.482560 2.790795 0.965855
22 H -1.677628 2.259595 0.976294
23 H -3.092185 2.448152 0.233778

Atomic forces in eV per Å
0.2 0.1 -0.1
-1.1 0.1 0.1
0.2 -0.3 0.1
0.6 -0.2 0.2
-0.4 0.3 -0.2
0.4 -0.4 0.2
0.0 0.2 -0.4
1.8 1.2 -0.3
-1.9 -0.9 0.5
-0.2 -0.1 0.0
0.0 0.3 0.0
0.0 -0.1 0.2
0.2 0.0 0.0
0.2 0.2 -0.1
-0.2 0.1 0.0
0.3 0.1 -0.2
-0.1 -0.1 -0.2
-0.4 0.0 -0.3
0.2 -0.2 0.3
0.3 -0.1 0.1
-1.4 -0.4 -1.4
-0.2 -0.2 -0.3
1.6 0.5 1.6


Here is a structure of composition C28H15Cl5I2N2OReSSi at a distorted geometry from the Open Molecules 2025 dataset. Energies are from ωB97M-V/def2-TZVPD.

## Properties
HOMO (alpha / beta) (eV): -8.182 / -8.154
Charge: 0
HOMO-LUMO gap (alpha / beta) (hartree): 0.2626 / 0.2172
Energy above the lowest of the compared OMol25 structures with the same formula, charge and spin (kJ/mol): 0.0
2S+1: 4

Atoms and positions in Å:
1 Re -0.397351 -1.411396 -0.066997
2 Cl -0.095008 -2.036238 2.212076
3 C -1.549562 -1.110131 2.416290
4 C -1.928260 -0.580338 1.177459
5 C -3.007629 0.302401 1.222293
6 Cl -3.551667 1.074854 -0.200003
7 C -3.634729 0.627332 2.427568
8 Cl -4.899611 1.783222 2.457684
9 C -3.220488 0.044483 3.624258
10 Cl -3.988249 0.458895 5.095345
11 C -2.152418 -0.858015 3.627554
12 Cl -1.592025 -1.571508 5.080051
13 I 4.103706 -3.342544 -1.963154
14 C 2.418387 -2.662851 -3.014415
15 C 2.349393 -2.680707 -4.399400
16 C 1.217095 -2.246504 -5.052198
17 I 1.143061 -2.392270 -7.156020
18 C 0.121705 -1.710021 -4.343406
19 C -1.058847 -1.192825 -4.911274
20 C -2.019762 -0.661273 -4.090789
21 C -1.822816 -0.624516 -2.708210
22 N -0.738512 -1.126798 -2.132656
23 C 0.221566 -1.671346 -2.931471
24 C 1.352840 -2.208785 -2.237178
25 O 1.341350 -2.222404 -0.954991
26 H 3.197791 -3.045357 -4.959111
27 H -1.199930 -1.218711 -5.980490
28 H -2.925343 -0.242783 -4.500670
29 H -2.560604 -0.178911 -2.056781
30 S -1.597195 -3.646286 -0.448228
31 C -3.153763 -3.138118 -0.282788
32 N -4.261691 -2.842362 -0.155182
33 C 5.066949 0.447336 1.987384
34 C 4.376106 -0.713998 1.690065
35 C 3.111873 -0.643785 1.132512
36 C 2.508050 0.581636 0.865239
37 C 3.206931 1.743279 1.192325
38 C 4.474768 1.676060 1.740769
39 Si 0.803772 0.754700 0.019296
40 C -0.210221 2.050768 0.977574
41 C -1.029784 2.951649 0.306243
42 C -1.773798 3.890739 0.996990
43 C -1.714561 3.944829 2.379275
44 C -0.905939 3.053469 3.063784
45 C -0.164970 2.114741 2.368232
46 H 6.061946 0.396261 2.406011
47 H 4.824267 -1.676878 1.883782
48 H 2.603311 -1.563435 0.887362
49 H 2.748263 2.704368 1.008348
50 H 5.004307 2.587695 1.973304
51 H 1.063630 1.340943 -1.333505
52 H -1.084348 2.913406 -0.771170
53 H -2.404181 4.579420 0.454677
54 H -2.294282 4.676731 2.920639
55 H -0.851294 3.092125 4.141144
56 H 0.467768 1.429751 2.914553

Atomic forces in eV per Å
-0.1 -0.9 -1.7
1.0 -0.7 1.3
-0.9 0.8 -0.7
0.1 -0.1 0.5
0.3 -0.3 0.2
-0.2 0.0 -0.5
0.1 0.0 0.0
-0.1 0.0 0.0
0.1 -0.1 -0.1
0.0 0.0 0.1
0.0 0.1 0.1
0.1 -0.1 0.0
-0.2 0.1 -0.3
-0.1 0.0 1.2
-0.3 0.1 -0.6
0.3 -0.1 -0.5
0.1 0.0 0.4
0.1 0.0 0.4
-0.2 0.1 0.3
0.2 0.0 -0.2
0.0 0.0 0.3
-0.5 0.3 -0.2
0.8 -0.4 -0.1
0.2 0.0 -1.9
-1.0 0.4 1.9
0.0 -0.1 -0.1
0.0 0.0 -0.1
-0.1 0.0 0.0
0.0 -0.1 0.0
1.2 -0.2 -0.1
-0.8 0.1 0.1
-0.4 0.3 0.0
0.0 0.0 0.0
0.1 0.0 0.1
-0.1 0.0 0.0
-0.6 0.0 -0.2
-0.1 -0.1 -0.1
0.1 0.1 0.0
0.4 0.9 0.6
0.5 -0.2 -0.3
0.2 0.0 0.0
-0.1 0.1 0.0
-0.1 0.0 -0.1
0.0 -0.1 0.1
0.0 0.0 0.0
0.1 0.0 0.0
0.1 -0.1 0.0
0.0 -0.1 -0.1
0.0 0.2 0.0
0.1 0.1 0.0
-0.2 -0.1 0.0
0.0 0.1 -0.2
-0.1 0.1 0.0
-0.1 0.1 0.1
0.0 0.0 0.1
0.1 -0.1 0.1


Here is a structure of composition C11H12N2PTi at a distorted geometry from the Open Molecules 2025 dataset. Energies are from ωB97M-V/def2-TZVPD.

## Properties
HOMO (alpha / beta) (eV): -5.706 / -7.072
Charge: 0
HOMO-LUMO gap (alpha / beta) (hartree): 0.1845 / 0.2480
2S+1: 2

Atoms and positions in Å:
1 C -1.970916 -0.462672 -0.510291
2 C -2.118330 -1.821032 -0.383865
3 C -1.217118 -2.670191 0.286475
4 C -0.079305 -2.286198 1.035237
5 C 0.131644 -1.004745 1.605562
6 Ti 0.006189 -0.331935 -0.119858
7 P -0.902577 2.046767 0.012722
8 H -2.718427 0.191082 -0.963835
9 H -2.959372 -2.292890 -0.896973
10 H -1.439453 -3.734881 0.207224
11 H 0.835177 -0.798840 2.417315
12 H 0.652826 -3.087911 1.202385
13 H -0.781390 3.072507 0.988766
14 H -2.302283 2.180755 -0.117003
15 H -0.645133 2.796104 -1.155106
16 N 4.147652 3.969503 2.438499
17 C 3.789102 3.290613 1.549110
18 C 3.353865 2.450194 0.447494
19 C 3.937439 2.542599 -0.819361
20 C 3.497334 1.681939 -1.820305
21 C 2.483996 0.775125 -1.538812
22 N 1.868826 0.752902 -0.332066
23 C 2.314816 1.553395 0.676406
24 H 4.690868 3.305913 -1.013045
25 H 3.923815 1.730887 -2.822612
26 H 2.142196 0.069931 -2.294167
27 H 1.837906 1.442054 1.660053

Atomic forces in eV per Å
0.7 0.7 0.3
-0.7 0.4 -0.6
0.7 -0.2 -0.2
-0.3 -0.4 1.3
0.4 -0.2 0.2
-0.8 0.8 -0.9
-0.7 0.3 0.0
-0.2 -0.6 0.0
0.0 -0.3 0.2
0.6 0.1 -0.4
0.0 -0.5 -0.1
-0.5 0.0 0.4
0.3 0.0 -0.3
0.2 -0.1 0.2
0.2 0.4 0.1
-1.0 -1.8 -2.3
0.9 1.5 1.8
-0.3 0.0 0.5
0.2 0.4 -0.1
-0.3 -0.2 -0.2
0.6 0.8 0.0
-0.3 -0.8 0.2
0.3 -0.1 -0.4
-0.1 -0.3 0.1
-0.1 -0.1 0.3
0.0 0.1 0.2
0.2 0.1 -0.6


Here is a cluster of 3 separate species, C6H14IN2O2 in total at a distorted geometry from the Open Molecules 2025 dataset. Energies are from ωB97M-V/def2-TZVPD.

## Properties
HOMO (eV): -3.133
Charge: -1
HOMO-LUMO gap (hartree): 0.2082
Energy above the lowest of the compared OMol25 structures with the same formula, charge and spin (kJ/mol): 210.5

Atoms and positions in Å:
1 I -2.665102 0.041303 -1.791581
2 C -3.434917 1.503864 6.239665
3 C -3.515499 1.772751 4.704107
4 O -4.023341 2.791723 4.306432
5 N -3.060929 0.795898 3.876402
6 C -2.617306 -0.525118 4.244602
7 H -2.667294 0.784843 6.525793
8 H -4.388712 1.020751 6.451761
9 H -3.342109 2.314650 6.962231
10 H -3.094185 1.122279 2.921164
11 H -3.389809 -1.100238 4.755048
12 H -1.670866 -0.602484 4.779744
13 H -2.296371 -1.006387 3.320764
14 C 2.721556 -1.358574 -3.127341
15 C 2.754701 -0.511980 -4.371051
16 O 1.818862 0.313971 -4.595951
17 N 3.772018 -0.743625 -5.161455
18 C 4.013107 -0.222450 -6.473985
19 H 3.539491 -1.005958 -2.499061
20 H 2.808608 -2.426031 -3.330007
21 H 1.778061 -1.322803 -2.582695
22 H 4.501439 -1.292821 -4.729681
23 H 3.199981 0.254669 -7.021042
24 H 4.393055 -1.035151 -7.093065
25 H 4.865563 0.436920 -6.310796

Atomic forces in eV per Å
0.0 -0.1 0.2
-0.1 -1.0 -0.4
0.4 -0.2 2.0
-0.2 0.7 -0.5
0.0 0.9 0.5
0.6 -0.3 -0.9
0.1 -0.1 -0.2
-0.1 -0.1 0.2
-0.1 0.5 -0.8
0.0 -0.6 -0.3
0.1 -0.1 -0.1
-0.1 0.6 0.7
-0.7 -0.3 -0.2
-0.1 -0.3 0.5
-5.2 2.3 0.9
2.7 -2.0 0.0
0.9 -0.9 -0.5
1.5 0.0 -0.2
0.0 -0.3 0.3
0.6 0.0 -0.3
0.1 0.8 -0.2
0.0 -0.1 -0.5
-0.2 0.0 0.8
-0.1 -0.1 -0.2
-0.1 0.6 -0.8


Here is an isolated molecule of C3H6S3 at a distorted geometry from the Open Molecules 2025 dataset. Energies are from ωB97M-V/def2-TZVPD.

## Properties
Structure (SMILES): S=C(CS)CS
HOMO (eV): -8.661
Charge: 0
HOMO-LUMO gap (hartree): 0.2922
Energy above the lowest of the compared OMol25 structures with the same formula, charge and spin (kJ/mol): 254.7

Atoms and positions in Å:
1 S 1.874358 -1.175919 -0.399760
2 C 0.424762 -0.644185 0.309383
3 C -0.872629 -1.372504 0.505003
4 S -2.124527 -0.288925 -0.238536
5 C 0.618327 0.701236 1.078811
6 S 0.415662 1.988595 -0.282582
7 H -1.175214 -1.519074 1.677767
8 H -0.811387 -2.361855 0.229036
9 H -2.138698 -0.663024 -1.747375
10 H -0.152901 1.089420 1.913097
11 H 1.683770 0.838161 1.350526
12 H -1.076230 2.129072 -0.048186

Atomic forces in eV per Å
-2.8 0.2 0.6
3.2 0.1 1.8
0.0 1.7 2.6
-1.2 -1.3 -2.8
-1.5 1.3 -0.4
-2.8 0.4 1.1
0.8 1.0 -2.6
-0.1 -2.1 -1.4
0.4 0.6 3.3
1.8 -1.6 -1.7
-0.9 -0.3 0.2
3.1 -0.1 -0.6


Which value of charge does entry 2 give? 0